No. 1
{
  "formula": "C10H30O5",
  "method": "ωB97M-V/def2-TZVPD",
  "symbols": ["O", "H", "O", "H", "C", "C", "H", "H", "H", "O", "H", "C", "H", "O", "C", "H", "C", "H", "H", "H", "H", "H", "C", "H", "H", "H", "O", "H", "H", "H", "C", "H", "H", "H", "H", "C", "H", "H", "H", "C", "H", "H", "H", "C", "H"],
  "coordinates": [[0.563, -0.367, 4.076], [-1.780, 0.821, -0.499], [1.817, 0.763, -0.830], [-0.423, 0.035, -2.001], [-1.483, 0.273, 1.539], [4.895, 0.548, 0.308], [-3.285, 0.789, 0.411], [3.479, 0.205, -0.972], [3.283, 0.098, 1.691], [-4.915, 0.105, -2.443], [0.548, 2.386, -1.199], [1.154, -2.702, 3.613], [-1.493, 1.295, 1.938], [4.409, -0.088, -0.848], [-3.933, 0.006, -3.465], [-4.996, 1.016, -2.151], [-2.329, 0.288, 0.280], [0.029, 0.109, 4.724], [-2.994, 0.398, -3.059], [4.960, 0.270, 2.446], [-0.494, 1.298, -3.222], [-3.500, 0.794, -5.431], [4.354, -0.062, 1.603], [0.806, -3.713, 3.838], [-2.504, -0.733, -0.064], [-0.720, -1.913, 4.280], [-0.127, -0.023, 1.227], [1.798, 2.013, -2.437], [-1.962, -0.425, 2.232], [0.321, -0.097, 2.085], [0.350, -1.748, 4.461], [1.155, 0.294, -0.295], [4.590, 1.608, 0.321], [-3.820, -1.028, -3.781], [1.017, -2.581, 2.536], [1.076, 1.593, -1.733], [-5.136, 0.275, -5.216], [2.233, -2.679, 3.763], [5.984, 0.604, 0.285], [0.192, 0.710, -2.605], [4.527, -1.141, 1.521], [0.538, -1.938, 5.521], [-4.688, 1.800, -4.535], [-4.315, 0.789, -4.703], [0.817, 0.055, -3.210]],
  "lumo_energy_ev": 0.547,
  "e_above_lowest_kj_mol": 43.4,
  "homo_lumo_gap_ev": 9.78,
  "homo_energy_ev": -9.2314,
  "multiplicity": 1,
  "charge": 0,
  "energy_ev": -21092.7428
}

No. 2
{
  "formula": "C10H30O5",
  "method": "ωB97M-V/def2-TZVPD",
  "symbols": ["H", "C", "C", "H", "C", "H", "H", "H", "H", "H", "O", "C", "H", "H", "O", "O", "H", "H", "H", "H", "H", "H", "H", "H", "H", "C", "H", "C", "H", "H", "C", "H", "H", "H", "O", "C", "H", "H", "H", "C", "H", "H", "O", "C", "H"],
  "coordinates": [[-0.418, 1.370, -0.617], [-4.148, 1.599, 0.602], [4.163, 1.089, 2.987], [2.171, 0.664, -1.863], [-2.821, -0.272, -2.327], [-4.629, 1.386, -2.058], [2.563, -4.290, 0.408], [4.689, -3.132, 1.481], [1.753, 2.275, -1.581], [1.828, 1.714, 1.838], [-3.535, 0.556, -3.241], [-5.332, 1.178, -0.248], [4.173, 0.868, 1.919], [4.986, 1.795, 3.103], [-5.316, 1.746, -1.492], [1.628, -2.455, 0.398], [3.279, -3.065, 2.643], [-4.095, 1.033, 1.531], [-2.222, 0.432, -1.749], [4.572, 0.247, 3.545], [0.120, -0.283, -0.970], [2.127, 0.496, 3.412], [1.009, -2.943, -0.150], [-5.386, 0.113, -0.471], [-1.290, -1.726, -2.349], [3.693, -2.740, 1.689], [-2.195, -1.807, -3.792], [1.294, 1.302, -1.756], [1.593, -0.264, 0.563], [-1.002, -0.570, -3.690], [2.833, -3.240, 0.521], [0.808, 1.254, -2.730], [-6.287, 1.461, 0.195], [-4.285, 0.159, -3.690], [2.016, 2.292, 2.581], [-1.757, -1.089, -3.099], [-4.181, 2.675, 0.768], [2.685, 1.623, 4.546], [3.790, -1.660, 1.803], [2.735, 1.398, 3.481], [-3.456, -0.892, -1.694], [3.295, -3.014, -0.440], [1.277, 0.640, 0.495], [0.450, 0.713, -0.673], [-3.174, 1.364, 0.171]],
  "lumo_energy_ev": 0.274,
  "e_above_lowest_kj_mol": 151.1,
  "homo_lumo_gap_ev": 9.84,
  "homo_energy_ev": -9.5683,
  "multiplicity": 1,
  "charge": 0,
  "energy_ev": -21091.6264
}

No. 3
{
  "formula": "C10H30O5S5Sn",
  "method": "ωB97M-V/def2-TZVPD",
  "symbols": ["H", "H", "H", "H", "H", "H", "H", "H", "H", "H", "H", "H", "H", "Sn", "O", "H", "H", "H", "O", "O", "H", "C", "S", "O", "S", "C", "C", "H", "S", "H", "H", "H", "S", "C", "H", "C", "H", "H", "C", "H", "S", "H", "C", "C", "C", "H", "O", "C", "H", "H", "H"],
  "coordinates": [[-22.274, 3.322, -4.528], [-18.510, 9.292, -2.980], [-14.185, 9.725, -8.943], [-17.962, 3.405, -9.944], [-18.011, 7.770, -12.929], [-18.109, 11.248, -5.382], [-20.928, 8.682, -12.579], [-23.232, 4.082, -5.834], [-17.300, 9.613, -5.084], [-19.287, 7.434, -14.122], [-16.866, 9.841, -9.796], [-17.322, 8.332, -10.585], [-15.283, 10.045, -7.605], [-19.248, 6.354, -7.858], [-18.807, 6.417, -10.656], [-18.366, 2.200, -11.104], [-19.306, 0.884, -9.052], [-20.139, 5.943, -2.888], [-20.347, 4.888, -5.814], [-16.881, 7.843, -7.610], [-18.873, 2.375, -8.020], [-20.441, 8.352, -11.664], [-21.433, 5.477, -4.946], [-20.592, 4.174, -9.106], [-20.327, 2.860, -9.811], [-18.736, 7.033, -13.275], [-22.728, 4.249, -4.887], [-18.032, 10.095, -6.654], [-19.785, 6.625, -11.813], [-21.133, 8.417, -10.826], [-19.705, 10.657, -3.212], [-15.623, 9.108, -10.750], [-15.798, 7.916, -8.695], [-20.870, 5.225, -3.253], [-20.499, 4.204, -3.172], [-18.751, 3.115, -10.639], [-18.792, 3.743, -11.527], [-21.730, 5.348, -2.592], [-16.493, 8.873, -10.138], [-23.447, 4.495, -4.104], [-19.595, 9.296, -5.162], [-19.604, 9.024, -11.469], [-14.698, 9.268, -8.099], [-18.097, 10.176, -5.567], [-19.630, 1.789, -8.536], [-18.222, 6.106, -13.522], [-19.319, 7.800, -5.352], [-19.480, 9.603, -3.360], [-14.035, 8.868, -7.336], [-20.272, 8.997, -2.923], [-20.381, 1.455, -7.821]],
  "lumo_energy_ev": -7.535,
  "homo_lumo_gap_ev": 7.11,
  "homo_energy_ev": -14.6459,
  "multiplicity": 1,
  "charge": 2,
  "energy_ev": -81084.0511
}

No. 4
{
  "formula": "C10H31Cl2O7OsP2Si4Te",
  "method": "ωB97M-V/def2-TZVPD",
  "symbols": ["H", "C", "O", "H", "H", "Cl", "O", "Te", "H", "H", "H", "H", "H", "O", "H", "H", "H", "O", "Si", "H", "P", "H", "C", "H", "Os", "H", "C", "H", "O", "H", "C", "H", "H", "Si", "H", "O", "H", "C", "Cl", "C", "C", "H", "H", "Si", "H", "H", "H", "H", "P", "C", "C", "H", "H", "C", "H", "H", "Si", "O"],
  "coordinates": [[1.901, 7.140, -1.311], [-0.471, -3.539, 2.137], [1.872, 1.016, 1.656], [0.323, 0.120, 3.559], [-3.598, -2.566, 0.006], [0.034, 5.997, -0.424], [4.231, 0.658, 0.879], [0.026, 1.619, 0.854], [-0.181, -4.117, 3.018], [1.937, -2.745, -1.469], [-2.985, 0.401, 3.005], [5.024, 1.208, 0.889], [2.388, -2.852, 0.936], [3.189, 2.964, 0.607], [1.648, -2.891, -3.207], [-0.281, 0.403, -3.421], [1.373, 7.816, 0.276], [2.101, 0.896, -3.242], [-2.946, -0.226, 0.579], [-4.906, -1.739, 0.851], [2.922, 1.484, 0.618], [-1.927, -0.197, -3.116], [1.560, -2.220, -2.348], [-4.345, 1.124, 2.144], [1.164, 3.751, 0.113], [-1.064, -0.934, 3.844], [2.244, -2.229, 1.821], [-1.060, -3.775, -1.039], [2.300, 0.924, -0.720], [-0.921, -0.936, -4.366], [-1.316, -3.196, -1.929], [4.399, 1.908, -2.868], [-2.725, 1.811, 1.991], [-0.210, -1.688, -2.130], [2.676, -2.760, 2.673], [1.526, 3.022, -1.878], [-3.004, 1.491, -1.236], [0.012, -0.920, 3.660], [2.775, 5.905, 0.511], [-3.284, 0.877, 2.069], [1.558, 6.922, -0.307], [-4.634, 1.065, -0.715], [-3.521, -2.350, 1.751], [0.429, -1.890, 2.111], [-0.230, -4.143, 1.259], [0.510, -1.332, 4.541], [-2.369, -2.918, -1.857], [2.811, -1.313, 1.679], [2.407, 1.801, -2.137], [-3.644, 0.658, -0.930], [-3.822, -1.872, 0.817], [-1.555, -3.416, 2.164], [-1.210, -3.857, -2.793], [-0.908, -0.487, -3.369], [2.186, -1.349, -2.537], [-3.745, -0.015, -1.783], [-0.610, -0.751, 0.196], [3.946, 2.237, -2.082]],
  "lumo_energy_ev": -4.237,
  "e_above_lowest_kj_mol": 395.5,
  "homo_lumo_gap_ev": 6.69,
  "homo_energy_ev": -10.9299,
  "multiplicity": 1,
  "charge": 1,
  "energy_ev": -110099.8162
}

No. 5
{
  "formula": "C10H31N2O5",
  "method": "ωB97M-V/def2-TZVPD",
  "symbols": ["H", "H", "H", "H", "O", "H", "H", "C", "C", "H", "H", "H", "H", "H", "H", "H", "H", "H", "H", "H", "C", "O", "H", "H", "H", "C", "C", "H", "C", "C", "H", "H", "H", "C", "H", "C", "H", "H", "N", "N", "H", "H", "H", "O", "O", "H", "C", "O"],
  "coordinates": [[2.730, -1.511, 1.487], [1.864, 0.565, 2.879], [1.061, 2.220, 1.471], [-0.003, -0.479, -0.961], [0.635, 1.415, -0.515], [-1.410, 1.607, 0.102], [-3.147, -1.406, 0.438], [-2.071, 0.241, 1.351], [-2.523, -1.221, 1.311], [-1.958, 0.530, -3.645], [-0.670, -0.292, 0.470], [-2.389, 0.495, -0.560], [-0.621, -0.227, -4.496], [-0.186, 2.501, -1.818], [-2.889, 0.883, 1.676], [0.773, -0.358, 3.912], [2.549, -2.778, -0.832], [-2.847, -1.681, 2.245], [0.948, 0.309, -2.717], [1.091, -2.654, 0.183], [0.484, 2.376, 0.559], [1.647, 0.062, 0.764], [-1.674, -1.868, 1.089], [-1.348, -1.351, -2.245], [-1.258, 1.462, -0.922], [1.804, -2.096, -0.423], [-0.117, 0.327, -2.483], [-0.580, 1.510, -4.139], [1.230, -0.320, 2.923], [-0.313, 1.478, -1.466], [1.965, -0.747, -1.734], [-1.194, 0.492, 3.303], [3.476, -0.850, 0.067], [2.507, -1.050, 0.525], [2.188, 0.662, 1.282], [-0.874, 0.533, -3.756], [1.830, -1.204, 2.704], [0.876, -0.508, 0.363], [-1.560, 0.613, 0.005], [-0.475, -0.996, -1.881], [0.731, 3.366, 0.178], [-0.563, 2.336, 0.860], [0.120, -1.750, -2.194], [0.027, -0.721, -0.032], [1.286, -1.395, -1.530], [-0.490, 1.451, 2.012], [-0.869, 0.460, 2.263], [0.205, -0.430, 1.929]],
  "lumo_energy_ev": -2.363,
  "e_above_lowest_kj_mol": 2047.6,
  "homo_lumo_gap_ev": 8.92,
  "homo_energy_ev": -11.2858,
  "multiplicity": 1,
  "charge": 1,
  "energy_ev": -24060.9797
}

No. 6
{
  "formula": "C10H31N8O8",
  "method": "ωB97M-V/def2-TZVPD",
  "symbols": ["C", "H", "O", "H", "O", "H", "H", "H", "C", "H", "H", "O", "H", "H", "C", "H", "C", "N", "O", "H", "N", "H", "H", "H", "N", "O", "H", "H", "H", "N", "H", "O", "O", "C", "C", "H", "H", "H", "H", "H", "H", "C", "H", "N", "C", "H", "N", "C", "H", "N", "H", "O", "H", "H", "H", "C", "N"],
  "coordinates": [[-0.506, 1.181, 2.973], [-2.606, -1.995, -3.203], [2.944, -0.554, -0.300], [-1.056, -0.801, -4.846], [-1.208, 0.659, 1.851], [2.783, 0.021, 4.422], [-1.912, -1.754, 1.351], [0.863, 5.990, -1.280], [-0.957, -0.031, -4.082], [-3.701, -0.207, -0.221], [2.470, -4.218, 0.064], [2.659, 1.562, -0.215], [-0.465, 0.085, -1.189], [-1.761, 0.700, -4.176], [-2.773, -1.696, -1.091], [-3.715, -1.475, 1.534], [3.116, 0.521, 0.285], [2.613, -0.294, 3.478], [0.294, -4.357, -1.064], [-0.602, 0.618, 0.426], [-2.757, -0.558, -0.157], [2.215, -1.394, 1.419], [-3.156, 1.018, 2.039], [-0.683, 5.620, -1.939], [2.239, -3.413, -0.501], [3.935, 0.679, 1.216], [2.299, 4.759, -0.487], [1.564, -1.506, -1.574], [-3.237, -0.422, -2.749], [1.651, 4.007, -0.673], [-0.018, -2.107, -2.076], [-0.226, 3.060, -1.350], [1.528, -1.932, 4.441], [-2.487, -1.172, -2.498], [1.057, -3.424, -1.057], [-0.178, 1.609, -0.833], [-0.970, 2.072, 3.395], [0.451, 1.505, 2.565], [1.451, -2.806, 2.086], [-3.805, -2.036, -1.180], [-2.655, -0.097, 3.204], [0.432, 4.071, -1.126], [0.858, 0.429, -0.287], [-0.107, 0.676, -0.453], [-2.454, 0.196, 2.174], [2.669, -2.501, -0.455], [0.863, -2.233, -1.598], [2.024, -1.430, 3.409], [-2.027, -2.410, -0.743], [1.973, -1.953, 2.225], [-0.370, 0.443, 3.764], [-1.167, -0.598, -2.763], [2.054, 3.086, -0.579], [-0.010, 0.508, -4.100], [3.179, 0.054, 2.717], [-2.748, -1.062, 1.245], [0.135, 5.308, -1.435]],
  "lumo_energy_ev": 2.459,
  "e_above_lowest_kj_mol": 0.0,
  "homo_lumo_gap_ev": 5.50,
  "homo_energy_ev": -3.0392,
  "multiplicity": 1,
  "charge": -1,
  "energy_ev": -39176.2824
}

No. 7
{
  "formula": "C10H31NO5P2",
  "method": "ωB97M-V/def2-TZVPD",
  "symbols": ["C", "C", "H", "H", "H", "H", "H", "P", "H", "H", "H", "H", "H", "H", "H", "H", "C", "H", "H", "O", "H", "P", "C", "C", "H", "N", "H", "C", "H", "H", "C", "O", "H", "H", "H", "H", "H", "H", "H", "H", "H", "O", "H", "C", "C", "C", "O", "O", "H"],
  "coordinates": [[-1.725, -1.941, 1.390], [-2.187, -2.374, -1.040], [3.330, -6.373, 2.644], [3.573, 3.570, 1.081], [4.215, 2.165, -0.772], [-1.503, -0.884, 1.206], [-1.125, -2.243, 2.256], [1.695, 3.867, -1.226], [3.100, -4.816, 3.473], [-4.702, 3.755, 0.036], [3.446, -6.406, 0.060], [2.288, 1.599, 1.751], [-3.260, -2.482, -0.856], [1.885, -5.558, -0.028], [1.729, -3.504, 1.240], [0.472, 4.751, -3.243], [3.314, -4.649, 1.326], [1.768, -5.525, 2.570], [1.507, 4.731, -0.067], [-2.648, 4.376, 0.007], [-1.563, -3.845, 0.401], [3.106, 2.715, 0.004], [-3.419, 1.967, -0.597], [0.303, 4.870, -2.090], [2.704, 4.265, -2.174], [2.254, 1.481, 0.694], [-1.917, -2.985, -1.908], [-3.725, 3.597, -0.625], [-3.963, 3.939, -1.740], [-1.333, 6.004, -0.420], [2.968, -5.422, 0.063], [-3.940, 1.293, 0.610], [-3.638, 1.757, 1.445], [-2.252, 1.811, -0.727], [0.992, 2.634, -1.470], [4.396, -4.485, 1.373], [0.410, 5.988, -1.760], [-2.665, 5.691, -1.726], [-2.784, -2.036, 1.648], [-3.931, 1.437, -1.521], [-1.982, -1.332, -1.311], [0.013, -2.653, -0.111], [0.187, -1.719, -0.310], [-1.879, 5.152, -1.022], [-1.377, -2.789, 0.178], [2.856, -5.389, 2.572], [2.691, -3.368, 1.282], [-0.979, 4.236, -1.740], [3.293, -4.871, -0.826]],
  "lumo_energy_ev": 0.567,
  "e_above_lowest_kj_mol": 41.1,
  "homo_lumo_gap_ev": 8.46,
  "homo_energy_ev": -7.8884,
  "multiplicity": 1,
  "charge": 0,
  "energy_ev": -41170.8146
}

No. 8
{
  "formula": "C10H32B2CaF4N3O5",
  "method": "ωB97M-V/def2-TZVPD",
  "symbols": ["C", "H", "H", "B", "C", "O", "N", "C", "H", "Ca", "C", "H", "F", "H", "H", "O", "O", "F", "H", "C", "H", "H", "B", "H", "H", "C", "H", "H", "H", "N", "H", "O", "F", "H", "H", "H", "H", "H", "H", "C", "H", "N", "H", "H", "H", "H", "H", "H", "H", "H", "H", "F", "O", "H", "C", "C", "C"],
  "coordinates": [[1.725, -20.155, 16.666], [9.280, -15.278, 16.501], [3.693, -19.375, 17.040], [4.393, -15.717, 16.074], [1.173, -18.363, 19.111], [2.364, -21.413, 16.845], [1.295, -14.751, 17.478], [8.720, -16.072, 16.022], [3.761, -15.283, 15.190], [3.332, -13.269, 16.061], [2.655, -19.084, 17.206], [9.255, -18.966, 19.421], [6.517, -10.998, 15.395], [1.265, -18.027, 20.133], [6.223, -16.194, 18.192], [2.128, -14.002, 18.063], [0.459, -15.400, 18.077], [4.879, -12.383, 14.495], [7.044, -14.946, 17.293], [2.911, -20.114, 19.455], [0.933, -17.591, 18.384], [6.482, -18.383, 17.102], [6.037, -12.280, 15.336], [0.769, -20.095, 17.198], [7.992, -15.619, 15.343], [8.933, -17.598, 17.864], [2.022, -20.741, 19.486], [5.523, -15.869, 15.743], [3.436, -17.507, 20.112], [2.571, -18.877, 18.688], [0.496, -19.189, 18.924], [1.391, -14.764, 16.223], [5.603, -12.677, 16.638], [9.594, -18.153, 17.197], [3.256, -16.895, 18.448], [3.679, -20.661, 18.919], [4.391, -14.995, 16.999], [3.161, -19.827, 20.471], [4.535, -18.071, 18.888], [7.202, -15.855, 17.866], [6.358, -17.335, 15.720], [7.916, -16.868, 17.017], [3.864, -16.724, 16.411], [7.732, -18.501, 15.736], [7.984, -19.460, 18.467], [9.328, -16.755, 15.433], [9.603, -16.908, 18.381], [7.748, -15.659, 18.781], [2.485, -18.137, 16.699], [7.940, -17.680, 20.648], [1.494, -19.998, 15.612], [7.000, -13.174, 14.862], [7.494, -17.972, 19.849], [1.910, -22.082, 16.323], [7.067, -17.888, 16.334], [8.367, -18.544, 18.927], [3.503, -17.760, 19.056]],
  "lumo_energy_ev": -2.354,
  "homo_lumo_gap_ev": 10.05,
  "homo_energy_ev": -12.4084,
  "multiplicity": 1,
  "charge": 1,
  "energy_ev": -56255.7116
}